# 1
Formula: C12H21N7O3
Source: OMol25
Level of theory: ωB97M-V/def2-TZVPD

## Properties
relative energy (zero: lowest compared OMol25 entry of this formula, charge and spin) = 4.511 eV
net charge = 0
HOMO = -8.463 eV
SMILES = [H]/N=C(/N)NCCC[C@H](N)C(=O)N[C@@H](Cc1c[nH]cn1)C(=O)O

Last column: Löwdin charge in e.
CARTESIAN COORDINATES (ANGSTROEM)
O  0.51  3.68  0.36  0.04
H  -2.02  2.37  0.51  0.17
C  2.39  -0.55  0.79  -0.33
H  -2.11  3.38  -1.79  0.06
H  0.42  -1.71  -0.83  0.02
C  -0.07  2.57  0.53  -0.37
C  -1.24  2.26  -0.34  -0.38
C  -1.33  -2.56  -0.32  -0.55
N  4.32  -0.14  -0.27  0.07
H  0.14  0.59  -1.82  0.10
N  -1.29  3.22  -1.34  0.08
N  2.28  -1.04  -0.46  0.09
C  -1.71  0.89  -0.77  -0.16
C  -0.02  0.16  1.63  -0.19
H  -2.91  -2.83  -1.49  0.13
H  -0.81  4.11  -1.22  0.10
H  -1.96  -1.34  -2.58  0.10
H  0.30  -3.19  0.45  0.08
H  4.08  0.50  1.72  0.10
H  1.24  -1.68  1.82  0.11
H  -3.28  -3.01  0.05  0.12
C  3.39  -0.79  -1.11  -0.14
H  1.89  -0.22  2.74  0.17
C  3.69  -0.10  0.96  -0.05
O  -1.06  -1.45  3.14  0.11
H  1.13  1.76  1.99  0.18
H  -0.95  1.04  -2.96  0.15
N  -0.43  -1.97  -1.25  0.04
H  -1.64  0.21  0.16  0.11
O  -1.90  0.62  3.07  0.12
H  -1.64  1.39  2.60  0.05
H  -0.45  -0.03  0.71  0.06
C  -0.97  -1.00  -2.24  -0.24
H  5.26  0.18  -0.34  0.13
C  -0.95  -0.31  2.73  -0.44
H  -0.35  -1.04  -3.20  0.13
C  -0.92  0.45  -1.96  -0.23
N  -2.70  -2.32  -0.55  0.08
N  -0.75  -3.13  0.69  0.10
C  1.33  -0.60  1.79  -0.08
H  3.75  -1.01  -2.15  0.14
H  -2.76  0.92  -1.09  0.13
N  0.09  1.69  1.63  0.11



# 2
Formula: C12H22AlI2N2O3RuS3
Source: OMol25
Level of theory: ωB97M-V/def2-TZVPD

## Properties
spin multiplicity = 6
net charge = +4
HOMO (spin up / spin down) = -21.924 / -22.047 eV

Last column: Löwdin charge in e.
CARTESIAN COORDINATES (ANGSTROEM)
H  -3.53  -0.36  1.39  0.06
N  0.07  -1.22  5.22  0.21
C  -4.08  -0.41  0.45  -0.07
C  -4.14  0.30  -1.96  -0.07
H  -4.18  -1.47  0.15  0.11
H  3.57  -1.97  -2.77  0.10
H  -4.15  -0.73  -2.32  0.10
H  3.10  0.93  0.37  0.08
I  -0.68  -1.77  -4.31  0.92
H  4.86  -1.62  0.07  0.13
H  -0.08  -2.15  4.83  0.15
H  -2.63  2.40  -1.00  0.08
S  -1.00  -0.35  2.92  0.95
C  3.89  -0.98  -2.43  -0.06
Ru  -0.12  0.17  -2.75  0.40
C  -1.23  1.56  -3.19  -0.28
C  -3.38  0.40  -0.64  -0.81
S  -1.78  -0.51  -0.99  0.64
S  1.45  -1.03  -1.28  0.64
I  -0.25  -2.74  0.76  1.04
H  -0.26  1.88  4.33  0.15
N  -0.03  1.09  4.95  0.22
H  3.57  -0.23  -3.17  0.08
C  -3.13  1.82  -0.21  -0.06
O  -1.85  2.49  -3.51  0.23
H  -2.52  1.86  0.70  0.08
H  0.38  1.26  5.85  0.16
H  -5.17  0.64  -1.77  0.14
C  3.54  0.74  -0.61  -0.06
H  -4.10  2.28  0.00  0.14
H  -5.08  0.00  0.60  0.13
H  4.99  -0.96  -2.34  0.14
C  -0.24  -0.14  4.50  -0.62
H  4.63  0.89  -0.54  0.14
H  0.52  -1.12  6.14  0.17
C  1.29  1.13  -3.39  -0.27
H  3.32  -1.47  0.97  0.08
O  1.64  -0.03  2.34  0.00
C  0.49  0.03  1.91  -0.78
H  3.15  1.46  -1.33  0.08
Al  0.11  0.30  -0.06  0.01
O  2.17  1.80  -3.79  0.22
H  3.50  -2.71  -0.30  0.10
H  -3.68  0.93  -2.73  0.07
C  3.29  -0.68  -1.06  -0.79
C  3.76  -1.68  -0.01  -0.06



# 3
Formula: C12H22As2LiN2O2
Source: OMol25
Level of theory: ωB97M-V/def2-TZVPD

## Properties
net charge = +1
HOMO = -11.573 eV

Last column: Löwdin charge in e.
CARTESIAN COORDINATES (ANGSTROEM)
C  2.98  3.50  1.32  -0.01
H  3.45  4.48  1.40  0.10
C  -0.28  -3.39  -0.29  -0.44
H  1.71  -3.59  -2.91  0.03
H  3.66  2.77  0.88  0.10
N  -0.77  1.85  -0.99  0.03
H  2.66  3.15  2.30  0.10
C  -1.58  -4.21  1.56  -0.11
C  2.05  -2.84  -2.19  -0.31
As  -1.25  -1.31  1.54  1.08
H  -2.74  -2.13  3.48  0.03
Li  0.34  0.17  0.14  0.41
H  -3.71  -1.83  2.02  0.03
H  -0.56  -6.77  -0.38  0.11
C  -0.70  -1.90  -2.82  -0.30
N  0.10  2.88  -0.62  0.01
H  2.63  -2.09  -2.72  0.02
H  -0.82  1.77  -2.00  0.11
H  -1.66  -1.48  -2.52  0.02
H  -3.14  -0.47  3.01  0.02
C  -1.02  -3.14  0.87  -0.44
H  0.44  -4.92  -1.62  0.09
H  -0.86  -2.91  -3.21  0.03
H  2.69  -3.31  -1.44  0.03
C  -0.13  -4.71  -0.72  -0.11
C  1.11  2.63  0.22  -0.59
H  -0.27  -1.28  -3.62  0.02
H  -0.06  -2.33  3.57  0.04
C  -1.41  -5.51  1.13  -0.06
H  -1.72  2.03  -0.65  0.11
H  1.07  -1.34  2.61  0.02
O  1.85  3.69  0.46  0.01
C  -0.69  -5.76  -0.03  -0.07
C  -2.88  -1.47  2.63  -0.31
H  -1.84  -6.33  1.69  0.11
H  -0.11  -0.56  3.68  0.03
H  -0.04  3.84  -0.95  0.17
C  0.05  -1.40  3.00  -0.31
H  -2.15  -4.03  2.46  0.09
O  1.32  1.52  0.69  -0.03
As  0.55  -1.93  -1.30  1.08



# 4
Formula: C12H22BBrF6NO8P2S
Source: OMol25
Level of theory: ωB97M-V/def2-TZVPD

## Properties
net charge = -1
HOMO = -7.236 eV

Last column: Löwdin charge in e.
CARTESIAN COORDINATES (ANGSTROEM)
H  2.32  -0.84  1.74  0.13
C  2.56  1.23  0.21  -0.18
C  -0.05  -2.84  -0.54  -0.22
H  2.93  4.12  3.97  0.03
H  -5.51  -1.50  -0.99  0.11
Br  0.40  3.30  3.65  0.38
S  1.61  0.34  -1.04  0.62
H  1.80  -2.34  0.41  0.11
O  0.79  3.53  0.54  -0.31
H  -5.72  0.31  -2.36  0.07
O  -3.41  -0.34  1.14  -0.01
F  1.68  -0.98  -5.37  -0.21
F  0.10  -3.33  -5.92  -0.22
O  1.25  1.30  -2.03  -0.24
C  -1.05  -0.86  1.62  -0.07
H  2.74  2.22  -0.17  0.08
H  -1.85  0.71  0.29  0.11
C  -2.07  0.24  1.24  -0.16
F  0.45  -1.25  -3.54  -0.22
H  0.23  -2.51  -1.55  0.09
C  0.73  -2.28  0.62  -0.11
H  -6.29  1.21  -0.95  0.06
H  -2.17  0.98  2.02  0.09
H  -5.83  -0.55  0.48  0.10
H  -0.93  -0.85  2.70  0.12
H  -1.41  -3.95  -1.19  0.06
H  2.43  1.54  3.67  0.06
C  -3.76  -0.72  -0.11  -0.50
H  0.46  -2.87  1.50  0.12
P  0.37  2.35  1.58  0.73
P  0.70  -2.21  -4.86  0.38
H  3.53  0.74  0.31  0.13
H  1.69  3.87  0.67  0.04
H  -4.56  1.22  -1.39  0.08
H  1.16  -0.31  2.92  0.13
O  4.47  3.35  1.50  0.15
C  2.93  1.57  2.70  -0.12
C  1.43  -0.23  1.87  -0.12
N  -0.98  -3.67  -0.31  0.11
O  3.79  3.74  3.74  0.12
C  -5.23  -0.61  -0.43  -0.13
C  1.89  1.22  1.60  -0.59
O  2.35  -0.79  -1.49  -0.23
O  -2.96  -1.10  -0.94  0.13
H  4.01  3.93  0.90  0.10
B  3.73  2.94  2.61  -0.67
H  3.68  0.76  2.70  0.13
O  0.24  -0.07  -0.32  -0.20
F  0.39  -3.38  -3.72  -0.22
H  -1.51  -1.81  1.38  0.11
C  0.33  -0.80  0.93  -0.44
F  -0.51  -1.31  -5.54  -0.21
F  2.12  -3.05  -5.06  -0.22
C  -5.47  0.62  -1.36  -0.07



Number 1: F_max 5.0 eV/Å. Number 2: F_max 8.8 eV/Å. Number 3: F_max 0.9 eV/Å. Number 4: F_max 2.1 eV/Å.